Record 1
Below is C16H10Br4N4O2OsS2 as an isolated structure, with properties calculated with the ωB97M-V functional and the def2-TZVPD basis.

The calculation puts the highest occupied orbital energy (spin up / spin down) at -8.156 / -8.589 eV. As for the spin multiplicity: 5. The value obtained for the total energy is -331114.5470 eV. The value obtained for the gap between HOMO and LUMO (spin up / spin down) is 7.92 / 5.99 eV.

Positions of all 39 atoms, in Å:
1 O -1.251 -0.803 0.347
2 Br -6.082 -0.574 2.392
3 N 1.148 -0.307 -0.772
4 H 1.608 1.953 1.863
5 Br -4.005 -4.961 -0.671
6 S 1.532 -3.233 0.801
7 C 1.620 3.077 -1.297
8 C -4.890 -2.666 0.850
9 Br -6.527 -3.569 1.052
10 Os -0.057 -1.932 -0.745
11 H 1.600 2.558 -2.253
12 C 1.027 2.527 1.142
13 C -3.860 -3.272 0.131
14 H 1.065 4.345 2.243
15 H -0.518 4.897 0.532
16 C 1.253 0.822 -0.520
17 H -0.423 3.665 -1.409
18 N 1.404 2.068 -0.230
19 C 3.455 -4.261 -0.871
20 C -4.702 -1.400 1.419
21 H 2.386 4.180 1.110
22 C 0.516 4.807 0.195
23 H -0.032 2.313 1.298
24 Br -3.129 0.962 1.992
25 C -2.463 -1.353 0.558
26 C -2.655 -2.607 -0.005
27 H 2.617 3.500 -1.167
28 O -1.595 -3.111 -0.679
29 C -3.482 -0.742 1.268
30 C 4.256 -4.599 0.269
31 C 1.313 4.013 1.235
32 C 2.251 -3.648 -0.708
33 N 4.343 -4.832 -3.230
34 N 4.887 -4.861 1.195
35 S 1.280 -3.213 -2.111
36 C 0.538 4.138 -1.198
37 H 0.704 4.873 -1.986
38 C 3.954 -4.574 -2.179
39 H 0.913 5.820 0.137

Record 2
Below is C16H10BrCdF5O as an isolated structure at a distorted geometry, with properties calculated with the ωB97M-V functional and the def2-TZVPD basis.

As for the total charge: -2. The calculation puts the highest occupied orbital energy at -0.485 eV. The value obtained for the total energy is -106994.6584 eV. The value obtained for the gap between HOMO and LUMO is 5.41 eV.

Positions of all 34 atoms, in Å:
1 C -0.564 -4.830 -0.987
2 C 1.304 1.606 -2.028
3 F 2.943 3.457 3.035
4 H 0.950 -4.943 0.680
5 C -0.065 -4.700 0.353
6 C 1.826 3.493 2.270
7 C 0.110 1.176 -2.688
8 C -0.670 3.596 1.032
9 Br -2.753 -1.260 1.142
10 H 0.012 -5.178 -1.850
11 C 1.896 0.497 -1.402
12 O -0.602 1.277 0.701
13 H -3.280 -3.773 0.668
14 C 1.141 4.703 2.166
15 H -0.719 -0.886 -3.019
16 F 1.654 5.813 2.719
17 C -1.942 -4.487 -0.980
18 Cd -0.842 -0.915 -0.378
19 C -0.024 -0.225 -2.500
20 C 0.010 2.330 1.068
21 C -2.292 -4.099 0.350
22 H 1.714 2.632 -2.057
23 H 1.391 -1.687 -1.479
24 C -1.135 -4.276 1.179
25 H 2.834 0.508 -0.842
26 H -1.116 -4.145 2.258
27 F 1.938 1.169 1.838
28 H -2.642 -4.568 -1.808
29 C -0.133 4.737 1.582
30 F -0.850 5.881 1.690
31 C 1.297 2.354 1.702
32 F -1.940 3.595 0.564
33 H -0.547 1.804 -3.305
34 C 1.098 -0.656 -1.674

Record 3
Below is C16H10BrCrF5S as an isolated structure at a distorted geometry, with properties calculated with the ωB97M-V functional and the def2-TZVPD basis.

As for the total charge: -2. The calculation puts the highest occupied orbital energy (spin up / spin down) at 0.860 / -0.326 eV. As for the spin multiplicity: 5. The value obtained for the total energy is -139639.7351 eV. The value obtained for the gap between HOMO and LUMO (spin up / spin down) is 4.12 / 5.29 eV.

Positions of all 34 atoms, in Å:
1 C -0.737 0.532 2.196
2 H 4.187 -0.912 -1.003
3 F -0.304 -1.778 2.616
4 C -0.839 0.158 -2.327
5 Cr 0.831 -0.431 -0.964
6 C -1.361 -0.141 -1.037
7 S 0.692 0.744 1.266
8 C 2.016 1.001 -2.694
9 H -0.904 1.127 -2.821
10 C -1.046 -1.505 -0.740
11 F -1.288 2.832 1.909
12 H 3.480 1.312 0.310
13 F -3.528 2.588 3.442
14 H 2.853 -0.994 -3.334
15 C -2.241 -0.828 3.569
16 C -1.583 1.634 2.461
17 F -2.595 -2.027 4.084
18 C -1.092 -0.693 2.802
19 H 1.539 1.375 -3.593
20 C -3.069 0.280 3.794
21 C 2.744 -0.227 -2.574
22 H 0.248 -1.135 -3.816
23 C -0.345 -2.053 -1.862
24 H 1.770 2.713 -1.260
25 C 2.176 1.727 -1.472
26 C 3.420 -0.215 -1.315
27 C -2.726 1.521 3.238
28 C -0.211 -1.023 -2.836
29 F -4.184 0.161 4.542
30 C 3.054 0.984 -0.632
31 H 0.036 -3.066 -1.948
32 Br 2.146 -2.198 0.205
33 H -1.868 0.570 -0.391
34 H -1.273 -2.033 0.182

Record 4
Below is C16H10BrIrN4O6Se as an isolated structure at a distorted geometry, with properties calculated with the ωB97M-V functional and the def2-TZVPD basis.

The calculation puts the highest occupied orbital energy at -9.578 eV. The value obtained for the total energy is -173224.4746 eV. The value obtained for the gap between HOMO and LUMO is 8.72 eV.

Positions of all 39 atoms, in Å:
1 Se 2.373 3.314 2.799
2 C -2.961 -4.679 -0.205
3 H 0.249 -0.793 0.530
4 N -3.618 -7.128 -0.715
5 C -2.757 0.334 0.955
6 H 2.833 3.252 -3.357
7 C -0.643 -0.216 0.685
8 C -1.981 1.426 1.146
9 C -2.258 -2.057 0.365
10 C 1.947 2.441 -1.615
11 C 3.983 1.616 -2.507
12 O 0.550 4.094 -2.565
13 Br 3.004 -0.615 0.805
14 O 1.991 1.677 2.799
15 O 0.059 3.329 -0.519
16 C -1.660 -4.240 -0.431
17 C -1.311 -2.933 -0.152
18 H -4.303 -1.827 1.002
19 H -2.255 2.436 1.390
20 C 2.925 2.503 -2.584
21 Ir 0.911 2.356 1.032
22 O 0.785 3.854 2.578
23 H -0.301 -2.608 -0.355
24 H 4.824 -0.029 -1.392
25 H -0.924 -4.922 -0.832
26 O 2.826 3.432 1.192
27 N 1.974 1.539 -0.620
28 C -3.325 -6.041 -0.490
29 C 2.987 0.674 -0.563
30 C -3.908 -3.797 0.304
31 N -0.662 1.060 0.982
32 C -3.558 -2.491 0.592
33 C 0.769 3.401 -1.600
34 O 3.279 3.935 3.942
35 H -4.919 -4.137 0.479
36 H -3.824 0.226 0.982
37 H 4.785 1.645 -3.232
38 N -1.900 -0.712 0.661
39 C 4.015 0.679 -1.486

Record 5
Below is C16H10Cl2I2N3OPt as an isolated structure, with properties calculated with the ωB97M-V functional and the def2-TZVPD basis.

As for the total charge: +1. The calculation puts the highest occupied orbital energy (spin up / spin down) at -11.228 / -11.977 eV. As for the spin multiplicity: 3. The value obtained for the total energy is -67757.4125 eV. The value obtained for the gap between HOMO and LUMO (spin up / spin down) is 7.38 / 6.06 eV.

Positions of all 35 atoms, in Å:
1 H 0.109 -0.910 1.825
2 C 2.075 -1.687 1.348
3 C -3.863 -0.225 2.599
4 H -2.798 -1.591 1.321
5 H 1.979 3.804 0.748
6 C 2.923 -2.033 0.325
7 Cl 0.934 2.069 -0.450
8 H -4.822 1.407 3.630
9 C -2.978 1.627 0.804
10 H 2.490 3.755 -0.969
11 I 0.783 -1.197 -5.556
12 C -3.083 -0.567 1.513
13 C 1.509 -1.503 -3.656
14 C -4.071 3.436 2.012
15 O -0.474 -0.679 -2.690
16 C 2.784 -2.009 -3.445
17 N 0.380 -1.075 -0.199
18 I 5.205 -2.949 -1.982
19 N -2.645 0.344 0.627
20 Cl 3.733 2.285 0.377
21 H -2.606 2.335 0.077
22 H -4.195 -0.993 3.282
23 H 2.382 -1.778 2.380
24 Pt -1.515 -0.206 -0.973
25 H 3.915 -2.407 0.538
26 C 0.800 -1.206 1.045
27 C -3.757 2.041 1.874
28 C 1.205 -1.399 -1.209
29 C 2.277 3.174 -0.081
30 C 0.673 -1.170 -2.545
31 C 3.285 -2.202 -2.170
32 N -4.320 4.552 2.117
33 C 2.497 -1.893 -1.006
34 H 3.398 -2.251 -4.301
35 C -4.211 1.101 2.791

Record 6
Below is a 2-piece molecular cluster, C16H10F6NO5S3 overall at a distorted geometry, with properties calculated with the ωB97M-V functional and the def2-TZVPD basis.

As for the total charge: -1. The calculation puts the highest occupied orbital energy at -2.632 eV. The value obtained for the total energy is -77289.2926 eV. The value obtained for the gap between HOMO and LUMO is 4.67 eV.

Positions of all 41 atoms, in Å:
1 C -1.591 -0.862 -1.764
2 C -4.079 0.057 -2.601
3 C 1.572 1.504 2.154
4 H 3.528 2.284 2.548
5 F -0.484 -1.944 4.310
6 C -1.724 0.437 -2.283
7 C -3.997 -1.194 -1.946
8 C 0.436 1.610 1.366
9 H 3.197 4.170 0.869
10 O 2.405 -0.215 3.759
11 H -5.052 0.408 -2.965
12 C 0.224 2.589 0.402
13 S 0.650 -2.429 1.949
14 F 3.166 -1.646 -0.976
15 O 0.899 0.045 -3.378
16 F 2.361 -2.696 -2.735
17 H -2.988 1.867 -3.214
18 O -1.662 0.685 2.551
19 C 1.667 0.200 2.872
20 H -0.642 2.579 -0.283
21 C -0.280 -1.309 -1.311
22 H -0.853 1.097 -2.263
23 O 1.529 0.543 -0.943
24 C 1.260 3.509 0.237
25 H -0.026 -2.360 -1.210
26 F -0.436 -4.087 3.723
27 C 2.419 3.427 1.033
28 S -0.644 0.238 1.633
29 F 1.358 -3.113 4.598
30 C -2.949 0.870 -2.760
31 H -4.881 -1.818 -1.737
32 N 0.663 -0.619 2.279
33 C -2.746 -1.654 -1.521
34 C 0.295 -2.928 3.765
35 H -2.586 -2.574 -0.935
36 O -0.970 -0.672 0.549
37 H 1.147 4.259 -0.559
38 F 3.479 -0.805 -2.978
39 S 1.108 -0.381 -2.011
40 C 2.619 2.410 1.967
41 C 2.608 -1.483 -2.193